C5H6O | the ωB97M-V functional and the def2-TZVPD basis

Output
Spin multiplicity: 1
Max |F|: 4.53 eV/A
LUMO level: 0.0364 Eh
SMILES: C#CC1COC1
HOMO-LUMO gap: 10.49 eV

Positions of all 12 atoms, in Å:
C: 0.290 0.987 -1.954
C: -0.454 0.907 -1.015
C: -0.621 0.338 0.269
C: 0.666 0.302 1.044
O: 0.863 -1.055 0.721
C: -0.589 -1.146 0.150
H: 0.685 1.294 -2.886
H: -1.462 0.745 0.794
H: 1.586 0.827 0.772
H: 0.673 0.359 2.135
H: -1.083 -1.884 0.779
H: -0.553 -1.675 -0.808

Forces on atoms 1 to 2 (eV/Å):
-0.6 1.1 -1.4
1.3 0.0 -0.7